{"formula": "C20H20MnN2O6S3Se2Te2", "method": "ωB97M-V/def2-TZVPD", "symbols": ["Mn", "C", "C", "S", "C", "C", "S", "C", "C", "S", "H", "H", "H", "H", "H", "H", "H", "H", "H", "H", "H", "H", "Se", "Te", "Te", "Se", "O", "C", "O", "C", "C", "C", "C", "C", "C", "N", "O", "O", "N", "O", "O", "H", "H", "H", "C", "C", "C", "C", "C", "C", "C", "H", "H", "H", "H", "H"], "positions_angstrom": [[0.7317, 1.5846, -0.8319], [1.8711, 0.6513, 3.1501], [0.4600, 1.0976, 2.7904], [0.1573, 2.1689, 1.3641], [1.2809, 3.5634, 1.5949], [2.7410, 3.3328, 1.1970], [2.9252, 2.3396, -0.3087], [4.2092, 1.1456, 0.1373], [4.1711, 0.4373, 1.4912], [2.6610, -0.4348, 1.9409], [1.7936, 0.0923, 4.0837], [2.5065, 1.5090, 3.3642], [0.0414, 1.6588, 3.6291], [-0.1957, 0.2392, 2.6339], [1.2190, 3.8774, 2.6383], [0.8411, 4.3551, 0.9874], [3.2903, 2.8437, 1.9955], [3.2147, 4.2975, 1.0180], [5.1468, 1.6993, 0.0623], [4.2009, 0.4240, -0.6804], [4.4470, 1.1174, 2.2969], [4.9576, -0.3186, 1.4736], [1.2131, 3.0441, -2.6330], [-0.6958, 3.3711, -4.1851], [-2.6901, 4.0787, -2.4644], [-1.7490, 4.8730, -0.4856], [-3.2676, 2.0957, -2.0718], [-2.4101, 1.3252, -1.4745], [-1.2434, 1.6606, -1.2960], [-2.9658, 0.0284, -0.9910], [-2.3294, -0.6040, 0.0650], [-2.8692, -1.7762, 0.5507], [-3.9993, -2.3641, 0.0223], [-4.5989, -1.6949, -1.0273], [-4.1241, -0.5078, -1.5430], [-5.8270, -2.2893, -1.6192], [-6.2480, -3.3004, -1.1051], [-6.3090, -1.7166, -2.5702], [-2.1980, -2.4342, 1.6909], [-2.4010, -3.6127, 1.8615], [-1.5016, -1.7313, 2.4065], [-1.4377, -0.1850, 0.5079], [-4.3990, -3.2913, 0.4042], [-4.6457, -0.0182, -2.3523], [1.0453, 0.0129, -0.9861], [1.1209, -1.3914, -1.2178], [0.7402, -2.3013, -0.2248], [0.7854, -3.6565, -0.4933], [1.2175, -4.0987, -1.7405], [1.6038, -3.2012, -2.7284], [1.5553, -1.8421, -2.4714], [0.4383, -1.9404, 0.7477], [0.4925, -4.3683, 0.2665], [1.2562, -5.1610, -1.9442], [1.9353, -3.5586, -3.6933], [1.8340, -1.1252, -3.2329]], "multiplicity": 1, "e_tot_ev": -245421.9204, "charge": 1, "homo_ev": -10.79, "lumo_energy_ev": -3.64, "gap_ev": 7.153}

***

{"formula": "C20H20N2O5", "method": "ωB97M-V/def2-TZVPD", "symbols": ["O", "C", "C", "O", "N", "C", "C", "O", "C", "C", "O", "C", "C", "C", "C", "C", "C", "N", "C", "C", "O", "C", "C", "C", "C", "C", "C", "H", "H", "H", "H", "H", "H", "H", "H", "H", "H", "H", "H", "H", "H", "H", "H", "H", "H", "H", "H"], "positions_angstrom": [[1.4757, 2.2457, -0.0187], [0.7709, 1.4241, 0.5241], [-0.6705, 1.6584, 0.9662], [-1.2854, 2.7071, 0.9184], [-1.1250, 0.5001, 1.4843], [-2.4544, 0.3537, 2.0130], [-3.4384, -0.2495, 0.9822], [-3.2787, 0.2856, -0.3036], [-3.8162, 1.5876, -0.4848], [-3.1053, 2.2526, -1.6771], [-2.7254, 3.5711, -1.4136], [-0.2054, -0.6116, 1.3645], [-0.7002, -1.6505, 0.3775], [-0.8016, -1.3519, -0.9767], [-1.2807, -2.3296, -1.8300], [-1.6270, -3.5653, -1.3039], [-1.4797, -3.7610, 0.0598], [-1.0329, -2.8280, 0.8832], [1.0621, 0.0426, 0.8740], [2.2106, -0.6442, 0.6621], [2.2126, -1.9743, 0.8854], [3.4642, -0.0351, 0.1976], [4.1869, -0.6592, -0.8191], [5.3771, -0.1139, -1.2632], [5.8660, 1.0452, -0.6843], [5.1612, 1.6587, 0.3391], [3.9653, 1.1258, 0.7805], [-2.4273, -0.2907, 2.8952], [-2.7821, 1.3555, 2.3047], [-4.4648, -0.1090, 1.3494], [-3.2484, -1.3201, 0.8760], [-4.9009, 1.5162, -0.6443], [-3.6370, 2.2087, 0.3992], [-3.7596, 2.2930, -2.5503], [-2.2340, 1.6294, -1.9274], [-2.1281, 3.5688, -0.6464], [-0.0738, -1.1086, 2.3342], [-0.5189, -0.3779, -1.3444], [-1.3829, -2.1315, -2.8867], [-2.0036, -4.3548, -1.9353], [-1.7345, -4.7048, 0.5243], [3.0932, -2.3415, 0.7247], [3.7954, -1.5513, -1.2910], [5.9209, -0.5936, -2.0632], [6.7954, 1.4704, -1.0317], [5.5443, 2.5593, 0.7938], [3.4210, 1.5979, 1.5822]], "multiplicity": 1, "e_tot_ev": -34281.7644, "relative_energy_kcal_mol": 50.2, "charge": 0, "homo_ev": -9.06, "lumo_energy_ev": -0.48, "gap_ev": 8.577}

***

{"formula": "C20H20N2O5S3", "method": "ωB97M-V/def2-TZVPD", "symbols": ["C", "C", "O", "C", "C", "C", "C", "C", "C", "S", "C", "S", "N", "N", "S", "O", "O", "C", "C", "C", "C", "C", "C", "C", "C", "O", "C", "C", "O", "C", "H", "H", "H", "H", "H", "H", "H", "H", "H", "H", "H", "H", "H", "H", "H", "H", "H", "H", "H", "H"], "positions_angstrom": [[3.1666, 5.4785, 3.2638], [2.9204, 4.3939, 2.2266], [1.5524, 4.0241, 2.3317], [0.9675, 3.1390, 1.5054], [-0.4069, 2.9832, 1.7153], [-1.1670, 2.1262, 0.9590], [-0.5742, 1.3703, -0.0611], [-1.3900, 0.4794, -0.8235], [-1.0651, -0.3903, -1.8104], [0.4914, -0.7527, -2.5328], [-0.1644, -2.0680, -3.5160], [0.6948, -2.9673, -4.5535], [-1.4972, -2.1802, -3.2510], [-2.2276, -3.2708, -3.6808], [-2.0288, -4.6419, -2.6265], [-0.8445, -5.3248, -3.0281], [-3.2835, -5.3222, -2.6648], [-1.7390, -3.8605, -1.0433], [-2.8078, -3.4580, -0.2690], [-2.5644, -2.7225, 0.8785], [-1.2661, -2.3808, 1.2428], [-0.9979, -1.5355, 2.4480], [-0.2036, -2.8288, 0.4606], [-0.4357, -3.5707, -0.6824], [-2.0713, -1.2831, -2.3607], [-3.2596, -1.3078, -2.1109], [0.8041, 1.5158, -0.2711], [1.5815, 2.3724, 0.4848], [2.9284, 2.5137, 0.2973], [3.5559, 1.7650, -0.7192], [2.5273, 6.3349, 3.0677], [2.9443, 5.1015, 4.2582], [4.2052, 5.7933, 3.2258], [3.1322, 4.7713, 1.2211], [3.5610, 3.5270, 2.4189], [-0.8506, 3.5741, 2.5008], [-2.2252, 2.0339, 1.1476], [-2.4451, 0.4714, -0.5711], [-3.2144, -3.0214, -3.6974], [-3.8085, -3.7111, -0.5800], [-3.3942, -2.3958, 1.4866], [-0.5992, -0.5678, 2.1425], [-0.2596, -2.0116, 3.0903], [-1.9064, -1.3698, 3.0198], [0.8083, -2.5806, 0.7437], [0.3704, -3.9300, -1.3039], [1.2632, 0.9378, -1.0540], [4.6064, 2.0473, -0.6741], [3.4609, 0.6894, -0.5447], [3.1554, 2.0106, -1.7067]], "multiplicity": 1, "e_tot_ev": -66786.2983, "relative_energy_kcal_mol": 85.5, "charge": 0, "homo_ev": -8.10, "lumo_energy_ev": -1.03, "gap_ev": 7.071}

***

{"formula": "C20H20N3O6S2Y", "method": "ωB97M-V/def2-TZVPD", "symbols": ["Y", "C", "C", "C", "C", "C", "C", "C", "S", "O", "O", "N", "C", "C", "C", "C", "C", "N", "H", "H", "H", "H", "H", "H", "H", "H", "H", "H", "H", "C", "C", "O", "H", "H", "H", "N", "C", "C", "C", "C", "C", "C", "S", "O", "O", "O", "H", "H", "H", "H", "H", "H"], "positions_angstrom": [[0.3570, -0.3208, -0.0956], [-3.5196, -7.4180, 0.0249], [-2.9180, -6.1262, -0.4465], [-2.9414, -5.7683, -1.7899], [-2.3942, -4.5677, -2.2176], [-1.8171, -3.7254, -1.2858], [-1.7754, -4.0543, 0.0629], [-2.3272, -5.2531, 0.4698], [-1.1271, -2.1994, -1.8278], [0.3144, -2.2161, -1.4014], [-1.3703, -2.0204, -3.2274], [-1.7093, -1.0636, -0.8738], [-2.1441, 0.1684, -1.3461], [-3.2557, 0.4107, -2.1450], [-3.5290, 1.7220, -2.4855], [-2.7126, 2.7543, -2.0334], [-1.6257, 2.4388, -1.2481], [-1.3457, 1.1716, -0.9109], [-3.9610, -7.9749, -0.7996], [-4.2990, -7.2317, 0.7649], [-2.7655, -8.0487, 0.4977], [-3.3934, -6.4333, -2.5145], [-2.4127, -4.2878, -3.2620], [-1.3377, -3.3765, 0.7842], [-2.3057, -5.5177, 1.5196], [-3.8681, -0.4126, -2.4801], [-4.3848, 1.9462, -3.1084], [-2.9104, 3.7840, -2.2905], [-0.9477, 3.1995, -0.8808], [1.2222, -0.6783, 3.5890], [0.6040, -0.8004, 2.2329], [-0.3108, -1.6136, 2.0115], [0.6810, -1.2248, 4.3640], [1.3147, 0.3759, 3.8530], [2.2443, -1.0615, 3.5203], [2.6680, -0.2659, -0.9103], [3.0326, 1.1398, -0.8637], [4.0138, 1.6664, -1.6913], [4.2624, 3.0305, -1.6793], [3.5489, 3.8731, -0.8432], [2.5819, 3.3486, -0.0046], [2.3246, 1.9850, -0.0152], [3.8356, 5.6634, -0.8502], [4.3273, 5.9117, -2.1902], [2.5120, 6.1885, -0.5602], [4.8081, 5.8322, 0.2106], [2.7239, -0.6214, -1.8627], [3.2998, -0.8566, -0.3730], [4.5652, 1.0152, -2.3596], [4.9987, 3.4646, -2.3431], [2.0175, 4.0221, 0.6265], [1.5248, 1.6467, 0.6453]], "multiplicity": 1, "e_tot_ev": -60534.3000, "relative_energy_kcal_mol": 17.4, "charge": 0, "homo_ev": -7.83, "lumo_energy_ev": -0.81, "gap_ev": 7.027}

***

{"formula": "C20H20N4", "method": "ωB97M-V/def2-TZVPD", "symbols": ["C", "C", "C", "N", "C", "C", "H", "H", "H", "H", "H", "C", "C", "C", "N", "C", "C", "H", "H", "H", "H", "H", "C", "C", "C", "N", "C", "C", "H", "H", "H", "H", "H", "C", "C", "C", "N", "C", "C", "H", "H", "H", "H", "H"], "positions_angstrom": [[-3.2414, 4.5418, 0.0051], [-3.3180, 3.1636, -0.0456], [-2.1786, 2.3805, 0.2604], [-0.9464, 2.9161, 0.6087], [-0.9408, 4.2900, 0.7055], [-1.9849, 5.0885, 0.3163], [-4.1103, 5.1439, -0.2158], [-4.2128, 2.6112, -0.2917], [-2.1571, 1.3405, -0.0298], [-0.0468, 4.7243, 1.1279], [-1.8572, 6.1527, 0.4491], [-5.9329, -3.1202, 5.6754], [-6.7379, -2.1096, 5.0982], [-6.6020, -1.7726, 3.7452], [-5.6018, -2.2536, 2.9776], [-4.8307, -3.1834, 3.5789], [-4.9707, -3.7079, 4.9064], [-6.0524, -3.3435, 6.7253], [-7.4220, -1.6069, 5.7657], [-7.1443, -0.9083, 3.3912], [-4.0573, -3.6317, 2.9729], [-4.3189, -4.5053, 5.2316], [5.5909, 3.0821, -2.4731], [5.8989, 2.6674, -1.1807], [7.0866, 1.9391, -0.9959], [7.9716, 1.6051, -1.9499], [7.6762, 2.0951, -3.2044], [6.4976, 2.7936, -3.5169], [4.7063, 3.6772, -2.6453], [5.2213, 2.8302, -0.3555], [7.3270, 1.5585, -0.0142], [8.3540, 1.7861, -3.9864], [6.2668, 3.1247, -4.5186], [1.6579, -3.2628, -3.6444], [2.0073, -2.3992, -2.6660], [1.8868, -2.8714, -1.3493], [1.3297, -4.0639, -0.9779], [0.8716, -4.8537, -2.0193], [1.1016, -4.5424, -3.3969], [1.6634, -2.8799, -4.6542], [2.2919, -1.3820, -2.8916], [2.1387, -2.1910, -0.5493], [0.3345, -5.7520, -1.7530], [0.7849, -5.1711, -4.2160]], "multiplicity": 1, "e_tot_ev": -27022.6450, "relative_energy_kcal_mol": 77.7, "charge": 0, "homo_ev": -9.54, "lumo_energy_ev": 0.67, "gap_ev": 10.212}

***

{"formula": "C20H20N4", "method": "ωB97M-V/def2-TZVPD", "symbols": ["C", "C", "C", "C", "C", "N", "N", "C", "C", "C", "C", "C", "C", "C", "C", "N", "C", "C", "C", "C", "C", "C", "N", "C", "H", "H", "H", "H", "H", "H", "H", "H", "H", "H", "H", "H", "H", "H", "H", "H", "H", "H", "H", "H"], "positions_angstrom": [[-1.9719, -1.5042, 2.4796], [-0.9335, -2.2277, 1.6314], [-1.5877, -2.9875, 0.4765], [-0.5726, -3.5496, -0.5268], [-0.3466, -2.6195, -1.7243], [0.1448, -1.3289, -1.3308], [1.4510, -1.1175, -1.1026], [1.6293, 0.1162, -0.6790], [2.9338, 0.6530, -0.3509], [3.0608, 1.9683, 0.0952], [4.3086, 2.4742, 0.4062], [5.4373, 1.6809, 0.2772], [5.3159, 0.3724, -0.1657], [4.0738, -0.1420, -0.4787], [0.3553, 0.7775, -0.6089], [-0.0397, 1.9773, -0.2483], [-1.3656, 2.1887, -0.3185], [-1.8699, 3.4529, 0.0616], [-3.2084, 3.7064, 0.0068], [-4.1098, 2.7151, -0.4289], [-3.6638, 1.4825, -0.8054], [-2.2850, 1.1796, -0.7634], [-1.8780, -0.0484, -1.1355], [-0.5787, -0.2262, -1.0467], [-1.4962, -0.9837, 3.3076], [-2.6940, -2.2099, 2.8848], [-2.5088, -0.7730, 1.8779], [-0.2183, -1.4977, 1.2490], [-0.3752, -2.9301, 2.2551], [-2.2766, -2.3201, -0.0454], [-2.1777, -3.8049, 0.8963], [-0.9259, -4.5032, -0.9222], [0.3820, -3.7259, -0.0278], [-1.2889, -2.4555, -2.2526], [0.3870, -3.0605, -2.4040], [2.1766, 2.5789, 0.1928], [4.4034, 3.4936, 0.7513], [6.4108, 2.0808, 0.5212], [6.1960, -0.2463, -0.2663], [3.9610, -1.1576, -0.8248], [-1.1608, 4.1961, 0.3923], [-3.5911, 4.6733, 0.2982], [-5.1651, 2.9425, -0.4619], [-4.3377, 0.7096, -1.1417]], "multiplicity": 1, "e_tot_ev": -27025.4902, "relative_energy_kcal_mol": 12.1, "charge": 0, "homo_ev": -8.04, "lumo_energy_ev": -0.72, "gap_ev": 7.317}

***

{"formula": "C20H20N4O3S", "method": "ωB97M-V/def2-TZVPD", "symbols": ["C", "N", "C", "C", "C", "C", "C", "C", "C", "C", "N", "N", "C", "S", "C", "C", "O", "N", "C", "C", "C", "C", "C", "C", "O", "C", "C", "O", "H", "H", "H", "H", "H", "H", "H", "H", "H", "H", "H", "H", "H", "H", "H", "H", "H", "H", "H", "H"], "positions_angstrom": [[-0.4266, 1.0311, -2.2567], [-0.1123, 1.6765, -1.0175], [-0.4550, 1.2971, 0.2474], [-1.2928, 0.1143, 0.5613], [-2.6702, 0.2606, -0.0350], [-3.1982, -0.7122, -0.8719], [-4.4595, -0.5543, -1.4214], [-5.2006, 0.5810, -1.1439], [-4.6789, 1.5567, -0.3101], [-3.4213, 1.3970, 0.2424], [0.0665, 2.1196, 1.1173], [0.7623, 3.0514, 0.4539], [0.6551, 2.7912, -0.8195], [1.4759, 3.6402, -2.1104], [3.1934, 3.1464, -1.6686], [3.1876, 1.6304, -1.5900], [3.2902, 0.9380, -2.5780], [2.9711, 1.1670, -0.3286], [2.5374, -0.1103, 0.0546], [2.3719, -1.1564, -0.8494], [1.8839, -2.3706, -0.4088], [1.5486, -2.5666, 0.9241], [1.6937, -1.5088, 1.8282], [2.1960, -0.2935, 1.3896], [1.3405, -1.6239, 3.1462], [0.5426, -2.7549, 3.4160], [1.1121, -3.9846, 2.7100], [1.0812, -3.7983, 1.3127], [0.1727, 1.4826, -3.0472], [-0.1877, -0.0310, -2.1852], [-1.4866, 1.1471, -2.4902], [-0.8052, -0.7870, 0.1780], [-1.3527, 0.0451, 1.6495], [-2.6221, -1.5997, -1.0936], [-4.8613, -1.3190, -2.0695], [-6.1825, 0.7056, -1.5753], [-5.2534, 2.4440, -0.0896], [-3.0112, 2.1549, 0.8943], [3.4659, 3.6428, -0.7395], [3.8077, 3.4896, -2.4980], [2.9305, 1.8489, 0.4193], [2.6319, -1.0187, -1.8850], [1.7581, -3.1945, -1.0928], [2.2817, 0.5094, 2.1046], [0.5426, -2.8828, 4.4992], [-0.4846, -2.5812, 3.0656], [0.5157, -4.8740, 2.9175], [2.1462, -4.1462, 3.0439]], "multiplicity": 1, "e_tot_ev": -44003.0107, "relative_energy_kcal_mol": 31.5, "charge": 0, "homo_ev": -8.04, "lumo_energy_ev": 0.65, "gap_ev": 8.688}

***

{"formula": "C20H20N4O6Tc", "method": "ωB97M-V/def2-TZVPD", "symbols": ["C", "C", "H", "H", "H", "H", "H", "H", "C", "C", "C", "C", "H", "H", "H", "H", "N", "C", "C", "N", "C", "C", "C", "H", "H", "C", "H", "H", "Tc", "C", "H", "H", "H", "O", "C", "O", "C", "C", "C", "C", "C", "C", "N", "O", "O", "N", "O", "O", "H", "H", "H"], "positions_angstrom": [[-1.4658, 0.9185, 1.5378], [-1.3979, -0.5545, 1.6324], [-0.6081, 1.4602, 1.9332], [-2.2461, 1.0755, 2.2806], [-1.8646, 1.7318, 0.8233], [-1.1686, -1.6200, 1.1882], [-0.7119, -0.6948, 2.4867], [-2.4297, -0.8330, 1.9155], [-0.1748, 2.5831, -2.1096], [0.0841, 3.4236, -3.2152], [0.2763, 2.8404, -4.4877], [0.2065, 1.4697, -4.6404], [-0.3493, 2.9464, -1.0881], [0.1146, 4.4931, -3.0339], [0.4818, 3.4914, -5.3370], [0.3342, 0.9470, -5.5985], [-0.2331, 1.2330, -2.2723], [-0.0408, 0.6780, -3.5106], [-0.1523, -0.7758, -3.5243], [-0.3918, -1.3264, -2.2979], [-0.5767, -2.6730, -2.1681], [-0.2757, -2.9301, -4.5624], [-0.5315, -3.5047, -3.3044], [-0.7793, -3.0297, -1.1510], [-0.7127, -4.5696, -3.1455], [-0.0832, -1.5612, -4.6907], [0.1072, -1.0435, -5.6351], [-0.2311, -3.5769, -5.4381], [-0.7007, -0.0508, -0.6286], [-2.7214, -0.0914, -1.0162], [-3.0205, -1.0881, -1.3791], [-2.9899, 0.5965, -1.8419], [-3.4104, 0.1449, -0.1965], [3.4624, -0.2502, 0.3851], [2.2851, -0.1145, 0.6688], [1.3005, -0.0278, -0.2261], [1.9489, -0.0439, 2.1474], [1.6931, 1.1813, 2.7583], [1.3276, 1.2216, 4.1221], [1.2708, 0.0575, 4.8872], [1.5561, -1.1604, 4.2678], [1.9134, -1.2167, 2.9021], [1.3703, -2.3942, 4.9902], [1.0419, -2.3442, 6.1956], [1.5276, -3.4709, 4.3785], [0.8425, 2.4656, 4.6686], [0.7174, 3.4425, 3.8939], [0.5434, 2.5198, 5.8774], [1.7395, 2.0994, 2.1808], [0.9770, 0.0988, 5.9351], [2.1458, -2.1738, 2.4426]], "multiplicity": 4, "e_tot_ev": -41482.9243, "relative_energy_kcal_mol": 25.5, "charge": 2, "homo_ev": [-15.40, -15.37], "lumo_energy_ev": [-9.29, -9.76], "gap_ev": [6.107, 5.609]}